Formula: C27H67N3O8
Source: the OMol25 dataset
Level of theory: ωB97M-V/def2-TZVPD

Calculated values
- total charge = 0
- gap between HOMO and LUMO (eV) = 7.9785
- relative energy (zero: lowest compared OMol25 entry of this formula, charge and spin) (eV) = 2.787
- multiplicity = 1
- HOMO level (eV) = -7.97

Structure (XYZ):
```
105
Properties=species:S:1:pos:R:3:forces:R:3
O 0.757274 1.587273 -0.398837 -0.2 -0.2 0.0
H 1.655954 1.265323 -0.328537 0.3 -0.1 0.0
H 0.803624 2.495433 -0.099957 0.0 0.3 0.1
O -1.806266 0.033983 -3.294727 0.0 -0.1 -0.2
H -1.329286 0.244333 -2.491927 0.2 0.1 0.2
H -2.682366 0.393153 -3.154447 -0.2 0.1 0.0
O -2.472896 6.939103 1.562873 -0.1 0.1 0.2
H -2.844146 6.888393 0.682063 -0.1 0.0 -0.2
H -1.604756 6.544423 1.480483 0.3 -0.1 0.0
O 4.477074 0.667183 1.304803 -0.1 0.1 -0.3
H 3.912494 0.273453 1.969973 -0.2 -0.2 0.2
H 5.306014 0.825253 1.756603 0.2 0.1 0.1
O 2.298444 5.344353 0.214713 -0.2 -0.1 0.1
H 2.597704 6.161923 -0.183107 0.0 0.2 -0.1
H 2.965864 4.701883 -0.026127 0.2 -0.2 0.0
C -5.237616 1.023133 1.418093 0.3 -0.8 0.9
C -6.196026 0.192363 2.373663 0.2 0.0 -0.4
C -7.406406 1.131343 2.609423 -1.3 -0.2 0.6
C -8.644586 0.342123 2.979103 -0.1 -1.6 0.5
C -8.898716 -0.827327 2.057903 -0.3 -0.6 -0.1
C -7.781196 -1.867457 1.866783 0.7 1.7 -0.2
N -6.571926 -1.056877 1.637083 -1.8 1.2 -1.1
O -5.517256 -1.882357 1.352553 1.1 0.1 -0.2
C -7.658606 -2.773647 3.103903 0.1 -0.8 -0.6
C -8.078646 -2.634197 0.537163 -0.1 -0.6 1.1
C -5.550586 -0.272857 3.729363 1.1 0.5 -1.4
H -4.324106 0.488103 1.158593 0.2 -0.1 0.6
H -5.015056 1.961933 1.925263 0.3 0.0 0.0
H -5.611016 1.274273 0.425323 -0.9 -0.2 0.3
H -7.321586 1.838013 3.434973 1.1 0.0 0.1
H -7.640236 1.791543 1.774223 0.2 -0.4 -0.5
H -9.592626 0.858493 3.129703 0.2 0.7 -0.5
H -8.568496 -0.176347 3.934873 0.7 0.4 0.6
H -9.170516 -0.441917 1.075203 -0.5 -0.3 0.0
H -9.639496 -1.421637 2.592813 -0.9 0.1 -0.8
H -6.815316 -3.453417 2.981943 0.2 0.0 0.0
H -7.511426 -2.270737 4.059683 -0.3 0.2 -0.2
H -8.515276 -3.445507 3.156993 -0.2 0.1 0.2
H -8.946746 -3.265657 0.726283 -0.4 0.2 -0.2
H -8.263576 -1.965057 -0.303167 0.0 0.1 0.3
H -7.318826 -3.352947 0.230293 0.4 0.3 0.3
H -4.991286 -1.178987 3.496543 -0.2 -0.4 0.3
H -6.223486 -0.483027 4.560713 0.0 0.4 -0.2
H -4.691266 0.351793 3.973263 -0.4 0.6 0.6
H -5.173066 -2.128527 2.214263 0.5 -0.6 0.2
C 0.760214 -1.265147 6.108313 -0.4 -0.6 0.3
C 1.710344 -0.758937 5.040483 0.2 0.1 0.0
C 3.168624 -0.651057 5.677063 -1.3 -1.1 -0.7
C 3.845874 -2.055527 5.731203 -0.6 0.5 0.8
C 3.804324 -2.712627 4.388223 0.1 -0.4 -0.5
C 2.397184 -2.953047 3.791193 0.3 -0.8 -1.1
N 1.734054 -1.625397 3.815793 1.6 -0.6 0.1
O 0.502834 -1.648287 3.118163 0.2 0.2 0.4
C 2.614434 -3.498977 2.263833 -0.6 0.7 1.1
C 1.664074 -4.126497 4.563183 0.0 1.5 -0.3
C 1.228484 0.622943 4.542423 -0.2 0.4 0.1
H 0.580574 -0.566227 6.925213 -0.1 0.4 -0.3
H 1.144914 -2.143457 6.626663 0.1 -0.2 -0.2
H -0.181226 -1.544707 5.635393 -0.2 0.1 0.2
H 3.656024 0.113513 5.072103 0.7 -0.2 0.1
H 3.037114 -0.308507 6.703443 0.0 0.4 -0.1
H 3.350924 -2.671037 6.482383 -0.4 0.1 0.1
H 4.864924 -2.028967 6.117123 0.2 0.4 -0.2
H 4.297674 -3.684457 4.372163 0.2 0.0 0.2
H 4.426214 -2.028177 3.811273 -0.3 -0.2 -0.9
H 3.056094 -4.494337 2.215923 0.5 0.1 0.6
H 1.684374 -3.685457 1.726883 -0.3 0.5 0.2
H 3.224564 -2.827357 1.659883 0.0 0.2 0.1
H 1.676254 -3.874717 5.623633 0.2 -0.5 0.1
H 0.606784 -4.165407 4.301023 0.0 0.1 -0.3
H 2.098714 -5.097527 4.325933 0.2 0.1 0.3
H 0.225314 0.650943 4.117023 -0.1 -0.7 0.0
H 1.864014 1.049043 3.766123 0.3 -0.1 0.0
H 1.127614 1.373053 5.326803 0.5 -0.2 0.4
H 0.762234 -1.014987 2.444933 -0.8 0.0 -0.5
C 6.048214 -1.028017 -7.005967 -1.0 1.8 -0.7
C 5.063794 0.081433 -6.421827 0.3 -0.9 0.6
C 5.913794 1.135813 -5.591907 0.5 -1.9 0.5
C 5.329344 2.481703 -5.327357 -0.4 0.0 -2.4
C 4.917104 2.992993 -6.752197 1.4 0.9 1.6
C 3.902274 2.173493 -7.497227 -1.4 0.6 -0.3
N 4.313314 0.748053 -7.519267 1.2 0.7 0.5
O 3.377334 -0.099077 -8.164257 0.3 0.4 0.4
C 2.535134 2.441143 -6.910667 -1.1 -1.2 1.3
C 3.765884 2.721683 -8.917777 1.5 -0.4 -0.1
C 4.218344 -0.704937 -5.394447 -0.6 0.5 -0.1
H 6.695444 -1.415057 -6.218937 -0.1 -0.1 -0.2
H 6.595044 -0.554157 -7.821157 0.6 0.1 0.2
H 5.484294 -1.791877 -7.541337 -0.2 -0.3 0.6
H 6.146604 0.715493 -4.613527 -0.4 -0.7 0.1
H 6.931134 1.147833 -5.983027 -0.1 0.7 -0.7
H 6.107764 3.141403 -4.943987 -0.2 0.1 0.2
H 4.466974 2.440033 -4.662017 0.1 0.1 0.1
H 5.832384 3.075103 -7.338387 0.2 -0.2 -0.1
H 4.643934 4.028293 -6.548077 -0.8 0.1 -0.7
H 2.194784 3.445673 -6.659327 0.9 0.4 -0.2
H 1.746784 2.090933 -7.576967 0.0 -0.5 0.2
H 2.529184 1.886523 -5.972337 -0.7 -0.1 0.2
H 3.459524 3.765803 -8.853807 0.0 -0.1 -0.2
H 4.782404 2.644543 -9.303567 0.0 0.3 -0.7
H 3.098064 2.155623 -9.567157 -0.1 0.0 0.3
H 4.906134 -1.108467 -4.651337 -0.1 0.1 0.1
H 3.632064 -1.540127 -5.777637 0.2 0.1 -0.4
H 3.495094 -0.036457 -4.927417 0.0 0.0 0.3
H 3.774544 -0.134127 -9.037527 -0.2 -0.4 -0.3
```
Forces are in eV/Å.

Atom charges from the Löwdin analysis, given in e for atoms 1 to 99: -0.0460 0.0227 0.0221 -0.0526 0.0194 0.0266 -0.0536 0.0279 0.0256 -0.0533 0.0056 0.0322 -0.0544 0.0310 0.0278 -0.0290 -0.4202 -0.1361 -0.2009 -0.1532 -0.4963 -0.1526 -0.0179 -0.0264 -0.0215 -0.0073 0.0696 0.0773 0.0781 0.1191 0.1153 0.1154 0.0993 0.1195 0.1181 0.0790 0.0706 0.0832 0.0777 0.0825 0.0757 0.0590 0.0783 0.0815 0.0624 -0.0441 -0.4803 -0.0916 -0.1903 -0.1678 -0.4316 -0.1161 -0.0179 -0.0227 -0.0199 -0.0436 0.0864 0.0637 0.0888 0.1040 0.1122 0.0976 0.1101 0.1216 0.1133 0.0685 0.0675 0.0676 0.0517 0.0795 0.0780 0.0786 0.0735 0.0847 0.0974 -0.0359 -0.4455 -0.1641 -0.1642 -0.1462 -0.5461 -0.0904 0.0004 -0.0476 -0.0428 -0.0502 0.0801 0.0726 0.0711 0.1072 0.1133 0.1126 0.1103 0.1178 0.1183 0.0886 0.0836 0.0748 0.0911